Computed, not measured: a cluster of 2 separate species, C3H11N2S in total, with ωB97M-V/def2-TZVPD.

DFT total energy   -628.36721 hartree
Energy relative to the best compared isomer or geometry (same formula, charge and spin)   26.11 kJ/mol
E_LUMO   -3.2 eV
Charge   +1
Frontier orbital gap   0.364 Ha
HOMO   -13.098 eV

Structure (XYZ):
```
17
Properties=species:S:1:pos:R:3:forces:R:3
C -0.78590 -2.16603 -1.51907 0.23 0.11 -0.27
N 0.40323 1.30012 -1.74845 0.16 0.73 0.16
C -0.12197 0.12638 -2.00350 0.11 0.65 -0.41
N -0.21457 -0.85890 -1.16779 -0.36 -0.47 0.14
H 0.01849 -2.89692 -1.56457 -0.08 -0.10 0.10
H -1.24328 -2.09720 -2.50280 -0.04 0.00 0.01
H -1.54054 -2.46237 -0.79761 0.02 0.03 0.08
H 0.66158 1.60533 -0.81502 0.07 -0.38 0.11
H 0.47797 2.01162 -2.46775 -0.20 -0.39 0.07
H -0.50107 0.01744 -3.01329 0.02 -0.39 0.03
H 0.11521 -0.74289 -0.21723 0.11 0.24 0.01
C 0.42025 -0.54418 2.43573 0.18 -0.37 0.51
S 0.23352 1.14461 1.81659 -0.15 0.00 -0.42
H 0.34483 -0.54828 3.51995 -0.12 0.04 0.02
H -0.32282 -1.24045 2.05191 -0.04 0.11 -0.13
H 1.41500 -0.91877 2.20233 0.02 0.11 -0.18
H -1.08492 1.08513 1.56104 0.07 0.07 0.17
```
Forces are in eV/Å.


Computed, not measured: a cluster of 2 separate species, C3H11NOS in total, with ωB97M-V/def2-TZVPD.

DFT total energy   -648.73586 hartree
Energy relative to the best compared isomer or geometry (same formula, charge and spin)   58.06 kJ/mol
E_LUMO (alpha / beta)   -3.6 / -8.7 eV
Multiplicity   2
Charge   +1
Frontier orbital gap (alpha / beta)   0.369 / 0.178 Ha
HOMO (alpha / beta)   -13.600 / -13.570 eV

Structure (XYZ):
```
17
Properties=species:S:1:pos:R:3:forces:R:3
C 1.43128 0.71768 1.16540 -0.27 -0.13 0.00
S 0.08036 1.68810 0.53056 0.65 0.05 -0.16
C 0.66464 2.11428 -1.10164 -1.11 0.12 0.16
H 1.78524 0.06305 0.36952 -0.02 -0.13 0.00
H 1.05612 0.15573 2.01924 0.10 -0.02 -0.02
H 2.25737 1.36081 1.47428 -0.04 0.21 0.02
H 1.65275 2.54893 -1.05512 0.35 -0.12 -0.05
H 0.56994 1.21353 -1.71649 0.35 -0.07 0.04
H -0.06354 2.82787 -1.48491 0.11 0.12 -0.04
N -1.78303 -0.89629 -0.47315 0.79 -0.49 -0.78
C -0.81194 -1.93348 -0.31180 0.02 -0.79 -1.03
O -0.64454 -2.39399 1.00424 0.11 0.27 0.53
H -2.73399 -1.21656 -0.43769 -0.26 0.19 0.28
H -1.56896 -0.11459 0.10741 -0.56 0.42 0.45
H -1.08227 -2.80547 -0.91863 -0.27 0.20 0.11
H 0.15673 -1.64652 -0.73998 0.10 0.44 0.22
H -0.96615 -1.68309 1.56875 -0.05 -0.30 0.28
```
Forces are in eV/Å.


Computed, not measured: a cluster of 2 separate species, C15H27N2 in total, with ωB97M-V/def2-TZVPD.

DFT total energy   -696.98072 hartree
Energy relative to the best compared isomer or geometry (same formula, charge and spin)   32.76 kJ/mol
E_LUMO   -4.6 eV
Charge   +1
Frontier orbital gap   0.211 Ha
HOMO   -10.295 eV

Structure (XYZ):
```
44
Properties=species:S:1:pos:R:3:forces:R:3
C 1.65947 1.08382 0.23117 0.03 0.15 -0.01
C 1.09532 0.44801 1.49810 -0.43 -0.48 0.12
N -0.11019 -0.33585 1.34352 0.03 0.48 -0.64
C -1.39974 0.21294 1.70204 0.30 -0.25 0.00
C -2.19800 0.90888 0.60332 -0.01 0.14 -0.06
C -0.03054 -1.75638 1.11271 -0.09 -0.15 0.30
C 1.04028 -2.21051 0.12828 -0.18 -0.06 -0.15
H 2.57223 1.63007 0.48913 -0.03 0.02 -0.14
H 1.90921 0.33076 -0.52350 -0.09 0.16 0.18
H 0.94312 1.79208 -0.20041 0.13 -0.17 0.04
H 1.86531 -0.20728 1.94298 0.01 0.23 0.05
H 0.85490 1.24721 2.21895 0.20 0.00 -0.06
H -2.00170 -0.62976 2.06690 -0.03 0.28 0.25
H -1.23892 0.93081 2.52137 -0.21 -0.08 0.11
H -3.12725 1.29222 1.03666 0.03 0.00 -0.10
H -1.65201 1.75800 0.17570 -0.06 -0.21 0.04
H -2.46822 0.21335 -0.19803 0.15 0.11 0.08
H 0.13970 -2.29123 2.07049 -0.04 -0.08 -0.09
H -1.02044 -2.06881 0.74819 0.34 -0.07 0.05
H 0.95578 -3.29931 0.03512 0.16 0.18 -0.07
H 0.88068 -1.76299 -0.86196 0.08 -0.12 0.24
H 2.05716 -1.97369 0.46933 -0.26 -0.05 -0.09
C -0.06001 2.10121 5.66921 -0.63 0.72 -0.41
N 0.57089 0.81374 5.93157 1.32 -1.18 -1.87
C 0.15942 0.11083 7.13916 -0.54 -0.26 0.79
C 1.40683 0.28924 5.05494 -0.31 1.50 1.45
C 2.11710 -0.94729 5.30066 0.60 -1.68 0.14
C 1.43210 -2.15097 5.59423 -0.03 0.45 -0.05
C 2.12146 -3.32431 5.87068 0.25 -0.05 -0.14
C 3.52093 -3.34950 5.81339 -0.23 0.49 0.22
C 4.22326 -2.17102 5.52108 -0.16 -0.24 0.07
C 3.53417 -0.98745 5.27062 -0.51 0.34 -0.40
H -0.84175 2.22309 6.41813 0.06 0.23 -0.28
H 0.63396 2.95064 5.72395 0.04 -0.45 0.18
H -0.51390 2.11587 4.66876 0.10 -0.13 0.31
H -0.41387 0.82945 7.72921 0.18 -0.34 0.06
H -0.48580 -0.74365 6.89655 0.11 0.42 0.07
H 0.99896 -0.26820 7.73388 0.00 0.22 -0.37
H 1.66982 0.93680 4.20056 -0.19 -0.40 0.41
H 0.34282 -2.15954 5.56996 0.27 -0.09 0.04
H 1.56871 -4.23022 6.12787 0.17 0.30 -0.18
H 4.05493 -4.27244 6.04404 -0.12 0.30 -0.16
H 5.31524 -2.19244 5.49194 -0.40 0.11 0.00
H 4.06995 -0.06598 5.03581 0.01 -0.31 0.07
```
Forces are in eV/Å.